1.
{"formula": "C21H16N2O4", "method": "ωB97M-V/def2-TZVPD", "elements": ["O", "C", "O", "C", "C", "C", "C", "C", "C", "H", "H", "C", "N", "N", "C", "O", "C", "C", "C", "C", "C", "C", "O", "H", "H", "H", "H", "H", "H", "H", "H", "H", "C", "C", "C", "C", "C", "C", "H", "H", "H", "H", "H"], "positions_angstrom": [[4.64, 2.03, -0.19], [4.62, 0.84, -0.08], [3.45, 0.30, 0.06], [2.10, 0.77, 0.02], [1.82, 1.99, -0.16], [0.43, 2.53, 0.02], [-0.68, 1.60, 0.18], [-0.34, 0.38, -0.05], [0.92, -0.07, 0.00], [1.23, -1.20, 0.13], [-1.21, -0.13, 0.14], [-2.05, 2.33, -0.12], [-2.92, 1.26, -0.15], [-4.16, 2.03, -0.01], [-5.37, 1.23, -0.14], [-6.45, 1.89, 0.26], [-5.35, -0.38, -0.08], [-4.34, -1.02, -0.54], [-4.27, -2.23, -0.75], [-5.55, -2.95, -0.15], [-6.65, -2.29, 0.10], [-6.68, -0.79, 0.40], [-7.67, -0.14, 0.73], [-7.57, 0.77, 0.75], [-7.51, -2.61, 0.26], [-5.48, -4.05, -0.32], [-3.52, -3.08, -1.08], [-3.38, -0.29, -0.99], [-4.38, 2.92, 0.13], [-2.04, 3.28, 0.06], [0.31, 3.79, -0.13], [2.58, 2.85, -0.17], [5.63, -0.05, 0.04], [5.40, -1.58, 0.23], [6.49, -2.35, 0.33], [7.85, -1.57, 0.21], [8.01, -0.41, -0.22], [6.89, 0.44, 0.14], [6.99, 1.52, -0.29], [8.86, 0.11, -0.07], [8.74, -2.50, 0.39], [6.25, -3.27, 0.74], [4.33, -1.90, 0.40]], "e_tot_ev": -33190.9895, "de_lowest_ev": 17.856, "gap_ha": 0.2788, "max_force_ev_per_a": 14.50, "homo_ev": -8.1}


2.
{"formula": "C38H63INO9P", "method": "ωB97M-V/def2-TZVPD", "elements": ["C", "C", "P", "C", "C", "C", "C", "C", "O", "O", "C", "C", "C", "C", "C", "O", "C", "C", "I", "C", "C", "C", "C", "C", "C", "C", "N", "C", "C", "C", "O", "C", "C", "O", "H", "H", "H", "H", "H", "H", "H", "H", "H", "H", "H", "H", "H", "H", "H", "H", "H", "H", "H", "H", "H", "H", "H", "H", "H", "H", "H", "H", "H", "H", "H", "C", "C", "C", "O", "H", "H", "H", "H", "H", "H", "H", "H", "C", "C", "C", "O", "H", "H", "H", "H", "H", "H", "H", "H", "C", "C", "C", "O", "H", "H", "H", "H", "H", "H", "H", "H", "C", "C", "C", "O", "H", "H", "H", "H", "H", "H", "H", "H"], "positions_angstrom": [[3.26, 1.14, 2.43], [2.79, 0.95, 0.90], [1.06, 0.29, 0.72], [0.06, 1.27, 2.01], [-0.04, 0.53, 3.41], [0.86, -1.51, 1.01], [1.91, -2.53, 1.11], [3.40, -2.14, 0.97], [3.81, -1.88, -0.41], [2.73, -2.05, -1.26], [1.62, -3.97, 1.31], [0.27, -4.48, 1.45], [-0.82, -3.48, 1.36], [-0.56, -2.05, 1.13], [-1.86, -1.16, 1.00], [-2.01, -0.24, 0.25], [-3.08, -1.59, 1.93], [-4.04, -0.67, 2.58], [-3.92, 1.46, 2.43], [-5.16, -1.21, 3.39], [-5.37, -2.63, 3.55], [-4.41, -3.59, 2.94], [-4.70, -5.10, 3.18], [-4.82, -5.48, 4.73], [-3.64, -4.86, 5.59], [-4.09, -3.64, 6.49], [-3.50, -2.34, 6.07], [-4.28, -1.22, 6.68], [-2.14, -2.20, 6.50], [-1.54, -0.74, 6.64], [-1.42, -3.14, 6.75], [-3.32, -3.05, 2.15], [-2.30, -4.00, 1.47], [-2.58, -5.08, 0.99], [4.38, 1.30, 2.38], [2.73, 1.99, 2.92], [3.11, 0.17, 2.97], [2.78, 2.00, 0.49], [3.59, 0.41, 0.34], [0.66, 2.20, 2.19], [-0.93, 1.60, 1.61], [0.91, -0.03, 3.67], [-0.95, -0.11, 3.50], [-0.11, 1.34, 4.20], [3.73, -1.31, 1.66], [4.01, -3.03, 1.29], [2.80, -1.29, -1.87], [2.47, -4.70, 1.34], [0.05, -5.56, 1.60], [-5.91, -0.54, 3.87], [-6.23, -3.05, 4.13], [-5.72, -5.33, 2.74], [-3.99, -5.80, 2.68], [-5.85, -5.21, 5.09], [-4.69, -6.60, 4.76], [-2.79, -4.60, 4.91], [-3.26, -5.68, 6.26], [-5.21, -3.55, 6.38], [-3.92, -3.84, 7.59], [-4.16, -0.31, 6.03], [-5.38, -1.44, 6.70], [-3.97, -1.00, 7.74], [-1.65, -0.19, 5.66], [-1.97, -0.18, 7.51], [-0.43, -0.83, 6.83], [-0.49, -1.43, -5.36], [0.67, -1.36, -4.38], [1.02, -2.73, -3.83], [0.33, -0.49, -3.30], [-1.39, -1.82, -4.87], [-0.74, -0.44, -5.73], [-0.25, -2.08, -6.21], [1.54, -0.93, -4.87], [0.17, -3.16, -3.29], [1.84, -2.66, -3.12], [1.30, -3.42, -4.63], [-0.45, -0.86, -2.85], [1.37, 3.06, -5.97], [2.53, 3.13, -4.99], [2.89, 1.76, -4.44], [2.19, 4.00, -3.91], [0.48, 2.67, -5.48], [1.13, 4.05, -6.35], [1.61, 2.41, -6.82], [3.41, 3.57, -5.49], [2.04, 1.33, -3.90], [3.71, 1.83, -3.73], [3.17, 1.08, -5.25], [1.42, 3.63, -3.46], [-2.62, 4.74, -2.16], [-1.37, 3.90, -2.34], [-1.70, 2.52, -2.89], [-0.70, 3.76, -1.09], [-3.30, 4.27, -1.45], [-2.36, 5.72, -1.76], [-3.14, 4.88, -3.11], [-0.67, 4.40, -3.02], [-2.36, 1.98, -2.20], [-0.80, 1.92, -3.00], [-2.20, 2.59, -3.86], [-1.28, 3.31, -0.47], [5.46, 6.45, -5.22], [6.36, 5.87, -6.29], [6.89, 4.50, -5.89], [7.46, 6.75, -6.52], [6.01, 6.58, -4.28], [5.09, 7.43, -5.51], [4.60, 5.80, -5.03], [5.81, 5.79, -7.23], [7.49, 4.56, -4.98], [7.55, 4.10, -6.67], [6.08, 3.79, -5.73], [7.95, 6.83, -5.70]], "e_tot_ev": -77728.1021, "de_lowest_ev": 3.880, "gap_ha": 0.2444, "max_force_ev_per_a": 3.16, "homo_ev": -7.5}


3.
{"formula": "C36H27N8PPd", "method": "ωB97M-V/def2-TZVPD", "elements": ["Pd", "C", "C", "C", "C", "C", "N", "C", "C", "C", "C", "C", "C", "C", "C", "N", "C", "N", "C", "N", "C", "N", "C", "N", "C", "N", "C", "C", "C", "C", "C", "C", "C", "C", "C", "C", "C", "C", "C", "C", "N", "H", "H", "H", "H", "H", "H", "H", "H", "H", "H", "H", "H", "H", "H", "H", "H", "C", "P", "C", "C", "H", "H", "H", "H", "H", "H", "H", "H", "H", "C", "H", "H"], "positions_angstrom": [[0.28, 0.03, -0.08], [0.82, 6.80, -1.21], [-0.32, 6.66, -2.00], [-0.99, 5.44, -2.07], [-0.49, 4.39, -1.33], [-0.92, 2.97, -1.17], [-1.98, 2.43, -1.85], [-2.42, 1.24, -1.56], [-3.58, 0.67, -2.32], [-4.29, 1.14, -3.40], [-5.33, 0.33, -3.87], [-5.63, -0.88, -3.26], [-4.91, -1.33, -2.16], [-3.88, -0.54, -1.71], [-2.92, -0.67, -0.58], [-3.07, -1.64, 0.30], [-2.31, -1.63, 1.43], [-1.13, -1.13, 1.60], [-0.81, -1.18, 2.96], [0.15, -0.61, 3.58], [1.03, 0.23, 2.90], [0.75, 0.90, 1.84], [1.99, 1.50, 1.29], [1.87, 2.87, 0.82], [0.90, 3.20, 0.08], [-0.14, 2.34, -0.36], [0.65, 4.53, -0.54], [1.33, 5.73, -0.47], [2.98, 1.33, 2.42], [4.26, 1.82, 2.59], [4.95, 1.43, 3.73], [4.38, 0.58, 4.68], [3.08, 0.10, 4.51], [2.40, 0.50, 3.37], [-1.88, -1.97, 3.66], [-2.04, -2.35, 4.97], [-3.21, -3.05, 5.28], [-4.17, -3.33, 4.32], [-4.00, -2.91, 2.99], [-2.84, -2.23, 2.69], [-2.04, 0.35, -0.59], [1.32, 7.76, -1.17], [-0.68, 7.51, -2.56], [-1.87, 5.32, -2.68], [-4.05, 2.09, -3.86], [-5.91, 0.66, -4.72], [-6.45, -1.48, -3.65], [-5.15, -2.27, -1.66], [2.21, 5.84, 0.14], [4.71, 2.48, 1.86], [5.96, 1.80, 3.90], [4.94, 0.30, 5.56], [2.62, -0.55, 5.23], [-1.29, -2.13, 5.71], [-3.37, -3.39, 6.30], [-5.06, -3.87, 4.60], [-4.75, -3.10, 2.24], [0.42, 0.14, -3.48], [0.66, -0.97, -2.05], [-0.41, -2.38, -2.47], [2.33, -1.64, -2.36], [0.73, -0.35, -4.40], [1.01, 1.05, -3.33], [-0.63, 0.42, -3.56], [-0.20, -2.73, -3.48], [-1.46, -2.09, -2.39], [-0.23, -3.19, -1.76], [2.38, -2.13, -3.33], [2.58, -2.36, -1.58], [3.06, -0.83, -2.32], [2.22, 0.50, 0.12], [2.82, -0.35, 0.45], [2.69, 0.99, -0.74]], "e_tot_ev": -62461.0099, "de_lowest_ev": 0.069, "gap_ha": 0.2218, "max_force_ev_per_a": 1.18, "homo_ev": -7.2}